{"formula": "C34H38Cl3InN7O4Si", "method": "wB97M-V/def2-TZVPD", "species": ["In", "O", "C", "C", "C", "C", "C", "C", "C", "O", "N", "N", "C", "C", "C", "C", "C", "C", "C", "O", "H", "H", "H", "H", "H", "H", "H", "H", "H", "H", "N", "C", "C", "C", "N", "H", "H", "H", "H", "H", "H", "H", "H", "H", "H", "C", "C", "N", "C", "C", "C", "O", "C", "C", "C", "C", "N", "C", "H", "H", "H", "H", "H", "H", "H", "H", "H", "H", "H", "H", "H", "H", "N", "C", "C", "C", "C", "C", "C", "C", "H", "H", "H", "H", "Cl", "Si", "Cl", "Cl"], "coordinates": [[1.017936, -0.537013, 1.767847], [1.793136, 0.371587, -2.903253], [2.767536, 1.230988, -2.542553], [3.221236, 2.196187, -3.438853], [4.182536, 3.109387, -3.046653], [4.716536, 3.071387, -1.767153], [4.308136, 2.086887, -0.891353], [3.346736, 1.160687, -1.267053], [2.918736, 0.117587, -0.319053], [1.772136, -0.443613, -0.474353], [3.774636, -0.188213, 0.620347], [3.268536, -1.047812, 1.539647], [4.099836, -1.639713, 2.319547], [3.726436, -2.452512, 3.434647], [4.733136, -2.909113, 4.295147], [4.445636, -3.614113, 5.439147], [3.122636, -3.941612, 5.722147], [2.117836, -3.553213, 4.873147], [2.362036, -2.756113, 3.727547], [1.350736, -2.351512, 3.037447], [1.583936, -0.127213, -2.060553], [2.807236, 2.209488, -4.436653], [4.511436, 3.867287, -3.743953], [5.453036, 3.798587, -1.456953], [4.720236, 2.016187, 0.102147], [5.170436, -1.496812, 2.138047], [5.763536, -2.666013, 4.069447], [5.230636, -3.920013, 6.113047], [2.890136, -4.498312, 6.623747], [1.085836, -3.821713, 5.072447], [-0.525264, -0.446813, 3.946547], [-1.381664, 0.400887, 4.763447], [-2.432064, 1.137088, 3.925647], [-1.898464, 2.360487, 3.172747], [-1.032164, 1.996688, 2.059947], [-1.073164, -1.204013, 3.546147], [0.174536, -0.894313, 4.532847], [-0.742464, 1.125788, 5.274447], [-1.910864, -0.189813, 5.537147], [-3.217364, 1.490088, 4.595947], [-2.885864, 0.430087, 3.229447], [-1.326564, 2.968187, 3.876547], [-2.759964, 2.959587, 2.833447], [-0.390264, 2.754288, 1.859347], [-1.582364, 1.857688, 1.218347], [-1.822264, 1.015187, -6.146253], [-1.531664, 0.052887, -4.994353], [-2.692064, -0.177213, -4.162253], [-3.713264, -1.099812, -4.633153], [-4.996264, -0.388213, -5.056653], [-2.870864, 0.385387, -2.946553], [-3.830764, 0.128387, -2.238553], [-1.841664, 1.369088, -2.483553], [-1.889964, 2.708987, -2.851753], [-0.976964, 3.585887, -2.288653], [-0.073864, 3.097287, -1.355053], [-0.051964, 1.833488, -0.970453], [-0.903964, 0.992088, -1.523453], [-0.945764, 1.104988, -6.783253], [-2.074064, 2.000087, -5.761153], [-2.652964, 0.654788, -6.749153], [-0.717464, 0.443988, -4.380153], [-1.205164, -0.909213, -5.402653], [-3.951164, -1.789013, -3.816753], [-3.302464, -1.668812, -5.469753], [-5.396564, 0.163687, -4.211453], [-5.732664, -1.122412, -5.372753], [-4.814964, 0.301987, -5.877253], [-2.630964, 3.061087, -3.559253], [-0.984764, 4.634888, -2.543153], [0.665636, 3.742788, -0.900053], [-0.838964, -0.034413, -1.189153], [-4.843664, -4.806312, -0.396053], [-3.979364, -4.094113, -0.139253], [-2.903464, -3.245513, 0.187847], [-1.594164, -3.731713, 0.132047], [-0.541164, -2.918212, 0.506047], [-0.756764, -1.619912, 0.950847], [-2.059164, -1.139313, 0.966647], [-3.130664, -1.932013, 0.600547], [-1.427664, -4.751412, -0.190253], [0.472436, -3.299913, 0.467647], [-2.235364, -0.122813, 1.278347], [-4.142864, -1.555412, 0.641147], [4.000536, 1.398887, 3.401447], [2.073336, 1.696887, 2.719247], [1.314236, 2.817488, 4.316147], [2.252936, 3.197987, 1.305147]], "atomic_forces_ev_per_a": [[-0.454, -0.550, 0.162], [0.050, -0.127, -0.023], [0.140, 0.069, 0.234], [-0.134, -0.102, -0.083], [-0.070, 0.020, -0.065], [0.171, 0.093, 0.023], [0.105, -0.007, -0.179], [-0.055, 0.046, -0.251], [0.507, -0.382, 0.120], [-0.368, -0.091, 0.255], [0.841, 0.575, -0.369], [-0.456, -0.571, 0.360], [0.095, 0.351, -0.662], [-0.421, -0.288, 0.341], [-0.093, 0.108, 0.004], [0.255, -0.156, 0.145], [-0.055, -0.038, 0.016], [-0.220, -0.030, 0.103], [0.236, -0.102, 0.324], [-0.325, 0.374, -0.375], [-0.142, 0.115, -0.254], [-0.085, 0.047, -0.077], [0.023, 0.050, -0.084], [0.053, 0.057, -0.007], [0.038, -0.019, 0.097], [-0.137, 0.099, -0.038], [0.067, 0.072, -0.089], [0.143, -0.026, 0.029], [-0.035, -0.035, -0.058], [0.014, 0.066, -0.005], [0.206, -0.365, 0.132], [-0.423, 0.155, 0.120], [0.365, 0.220, 0.147], [-0.447, -0.170, 0.153], [0.028, 0.115, -0.188], [0.078, -0.048, 0.050], [-0.061, -0.111, -0.110], [-0.109, -0.023, 0.021], [0.187, 0.185, -0.156], [-0.116, -0.052, 0.054], [-0.135, -0.010, -0.018], [-0.072, 0.015, -0.089], [0.129, -0.008, 0.124], [-0.024, 0.038, -0.173], [0.178, 0.012, -0.014], [0.114, -0.213, 0.182], [0.261, 0.255, -0.300], [-0.015, -0.173, -0.007], [-0.371, -0.001, 0.097], [0.173, -0.112, 0.079], [0.147, 0.041, -0.001], [-0.222, -0.067, 0.133], [0.049, 0.289, 0.348], [0.093, -0.168, 0.005], [-0.064, -0.023, 0.029], [-0.077, 0.283, -0.221], [0.267, 0.009, 0.370], [-0.317, -0.120, -0.317], [0.083, 0.044, -0.096], [-0.044, 0.116, 0.013], [-0.065, -0.008, -0.094], [-0.048, -0.127, -0.071], [0.024, 0.046, 0.128], [0.075, -0.001, -0.126], [0.067, 0.018, 0.097], [-0.070, 0.047, 0.045], [-0.134, -0.057, -0.060], [0.010, 0.062, -0.095], [-0.021, -0.017, -0.021], [0.045, 0.079, -0.058], [0.013, 0.104, 0.053], [-0.039, -0.143, 0.004], [-0.212, -0.135, -0.077], [-0.605, -0.479, -0.212], [0.884, 0.690, 0.337], [-0.132, -0.088, -0.085], [0.134, -0.179, -0.067], [0.789, 0.685, 0.350], [-0.022, -0.053, 0.009], [-0.173, -0.177, -0.063], [0.042, -0.019, -0.017], [-0.041, -0.105, 0.021], [-0.138, 0.078, 0.045], [-0.052, 0.063, -0.070], [0.429, 0.100, 0.280], [-0.054, -0.462, -0.223], [-0.231, -0.076, 0.263], [-0.029, 0.423, -0.249]], "lowdin_charge": [0.723, 0.036, -0.277, -0.027, -0.103, -0.104, -0.081, -0.109, -0.493, -0.129, 0.037, -0.105, -0.115, -0.153, -0.062, -0.130, -0.112, -0.030, -0.360, -0.161, 0.065, 0.106, 0.093, 0.093, 0.092, 0.129, 0.105, 0.085, 0.095, 0.108, -0.019, -0.269, -0.189, -0.291, -0.016, 0.068, 0.074, 0.078, 0.110, 0.103, 0.092, 0.064, 0.107, 0.003, 0.057, -0.064, -0.196, -0.059, -0.195, -0.073, -0.428, 0.072, -0.121, -0.015, -0.045, -0.145, 0.094, -0.080, 0.073, 0.063, 0.061, 0.112, 0.122, 0.123, 0.118, 0.068, 0.071, 0.060, 0.116, 0.099, 0.072, 0.113, 0.136, -0.212, -0.251, -0.028, -0.101, -0.205, -0.138, -0.027, 0.113, 0.103, 0.065, 0.118, 0.253, -0.579, 0.237, 0.309], "lumo_energy_ev": 2.36, "total_charge": -1, "spin_multiplicity": 1, "de_lowest_kj_mol": 0.0, "homo_ev": -4.8}